14
Properties=species:S:1:pos:R:3:forces:R:3 method="wB97M-V/def2-TZVPD" lumo_ev=0.532 charge=0 smiles=CC[C@@](N)(Cl)C#N homo_ev=-10.622
C 1.664630 0.496212 -0.797714 -1.5 -1.5 -1.1
C 0.454440 -0.504569 -0.621821 0.1 1.8 -2.3
C -0.621210 -0.013749 0.316076 -3.4 0.6 -1.2
N -0.415990 0.135937 1.712036 -1.8 -2.7 -0.4
Cl -1.206643 1.702943 -0.417247 0.0 -1.1 0.5
C -2.055290 -1.040817 0.081526 5.3 3.7 0.9
N -3.000557 -1.590678 -0.206693 -2.0 -1.3 -0.4
H 1.337009 1.514926 -1.026133 0.0 -0.5 -0.4
H 2.411834 0.061747 -1.475338 -0.5 0.4 -0.2
H 2.118792 0.523563 0.103282 1.8 0.4 3.1
H 0.150781 -0.611483 -1.708204 -0.8 -0.1 1.5
H 0.625933 -1.482193 -0.259295 1.1 -1.1 0.3
H -1.305291 -0.165278 2.128922 0.8 0.2 0.2
H -0.158432 0.973435 2.170608 0.6 1.2 -0.5

108
Properties=species:S:1:pos:R:3:forces:R:3 method="wB97M-V/def2-TZVPD" lumo_ev="-14.530 / -14.509" charge=+4 homo_ev="-17.103 / -17.160"
Pb 0.218123 -0.233492 -0.099648 0.7 1.5 1.1
C -1.964964 1.736113 -4.537674 0.0 0.1 -0.2
C -2.184630 1.172091 -3.179734 0.0 -0.3 0.1
C -2.186271 -0.206267 -2.956037 0.1 0.2 -0.2
C -2.456766 -0.718351 -1.699858 0.3 -0.2 -0.2
C -2.731610 0.147598 -0.630136 0.2 0.2 0.3
C -2.711783 1.525288 -0.842288 0.1 0.2 0.0
C -2.428197 2.027171 -2.095666 0.0 -0.1 0.1
H -2.836023 2.322238 -4.837155 0.0 0.0 -0.1
H -1.805681 0.960730 -5.283408 0.0 0.0 0.0
H -1.120525 2.426461 -4.541777 0.1 0.0 0.0
H -2.014306 -0.883025 -3.781393 0.0 0.0 -0.1
H -2.526451 -1.788419 -1.566734 0.0 -0.1 0.0
H -3.073608 -0.243671 0.316161 0.0 -0.1 0.2
H -2.950120 2.193675 -0.031561 0.0 0.1 0.1
H -2.422133 3.093642 -2.257330 0.0 0.2 0.0
C 0.923565 -1.358370 4.116628 0.1 0.0 -0.1
C 0.602706 -2.635687 3.337739 0.5 1.0 0.1
P -0.428322 -2.423397 1.815711 -1.3 -2.3 0.1
C -0.086594 -3.942828 0.865027 -0.1 0.7 0.0
C 1.008928 -3.982767 0.000219 0.0 0.1 0.0
C 1.364022 -5.168951 -0.616231 0.0 0.2 0.0
C 0.604954 -6.314029 -0.402596 -0.1 0.0 0.1
C -0.480424 -6.277547 0.460331 0.0 -0.1 0.0
C -0.835049 -5.101105 1.097737 0.0 0.0 0.1
C -2.169057 -2.511496 2.298586 1.0 0.5 -0.6
C -3.093666 -2.960704 1.342880 -0.3 -0.2 -0.2
C -4.400332 -3.214905 1.712139 0.2 0.0 -0.2
C -4.811346 -2.954530 3.016586 0.0 0.1 0.0
C -3.910016 -2.459430 3.955318 0.3 0.1 0.1
C -2.599589 -2.207183 3.593697 -0.1 0.0 0.3
C 2.085599 -0.571392 3.513986 0.0 0.1 -0.2
P 1.609292 0.646467 2.192977 0.4 0.0 0.4
C 3.184456 1.504033 1.849928 -0.4 -0.1 -0.2
C 4.402760 0.823505 1.937393 -0.2 0.0 0.1
C 5.593202 1.521890 1.838367 0.1 0.0 -0.2
C 5.580370 2.891366 1.610624 0.0 0.0 0.0
C 4.374138 3.567398 1.492419 0.1 0.0 -0.2
C 3.179114 2.877322 1.589204 0.0 -0.1 0.1
C 0.566215 1.816350 3.112246 0.3 -0.1 -0.1
C -0.824597 1.761611 3.047757 0.3 0.0 0.0
C -1.584865 2.630284 3.810740 -0.1 0.0 0.0
C -0.961337 3.573476 4.617384 0.0 -0.1 -0.1
C 0.423399 3.620579 4.685938 0.0 0.2 0.2
C 1.194609 2.748126 3.940820 -0.2 -0.4 0.0
H 1.210379 -1.653504 5.129794 -0.1 0.0 0.0
H 0.045695 -0.710828 4.196939 0.0 -0.1 0.2
H 0.055314 -3.341273 3.970137 -0.2 -0.1 -0.3
H 1.528421 -3.131878 3.030300 -0.2 0.0 -0.1
H 1.583480 -3.077903 -0.177266 0.1 0.0 0.0
H 2.232623 -5.218765 -1.255976 0.0 0.0 -0.1
H 0.867750 -7.234754 -0.902297 0.0 -0.1 0.0
H -1.053105 -7.175453 0.648157 0.0 0.0 0.0
H -1.663414 -5.095922 1.792131 0.0 0.0 0.0
H -2.773851 -3.151288 0.326960 0.0 -0.1 0.0
H -5.099941 -3.619555 0.993950 0.0 0.1 0.0
H -5.845204 -3.101864 3.295746 0.0 -0.1 0.0
H -4.226732 -2.280160 4.973192 0.0 0.1 0.0
H -1.912691 -1.807879 4.320836 0.1 0.0 0.2
H 2.843860 -1.256080 3.132534 0.1 0.0 0.0
H 2.555725 0.036102 4.293127 0.0 0.0 -0.1
H 4.430497 -0.239324 2.119988 0.1 -0.1 0.1
H 6.531684 1.003972 1.960164 0.1 -0.1 0.0
H 6.508805 3.431827 1.521710 0.1 0.1 0.1
H 4.369542 4.636440 1.342836 0.0 0.1 -0.1
H 2.241954 3.404801 1.506617 0.0 0.1 0.1
H -1.302390 1.053084 2.379815 -0.2 -0.1 0.0
H -2.661762 2.582425 3.772765 -0.1 0.0 0.0
H -1.556122 4.269617 5.188848 0.0 0.0 0.1
H 0.910403 4.334134 5.333841 0.0 0.1 0.0
H 2.273112 2.774798 4.019344 0.0 0.1 0.0
Cl 1.808690 8.575579 -0.875825 0.0 -0.1 0.0
C 1.517650 6.897437 -0.818006 -0.1 -0.5 0.0
C 1.968384 6.074436 -1.862102 -0.1 0.2 0.1
C 1.723265 4.721381 -1.812977 0.0 -0.1 0.2
C 1.033477 4.153919 -0.737072 0.0 -0.3 0.0
C 0.580076 4.976248 0.302650 0.1 -0.1 -0.2
C 0.821974 6.333863 0.264809 0.1 0.2 -0.1
C 0.838237 2.680029 -0.716234 0.1 1.4 -0.4
O 1.193996 1.989355 -1.698142 -0.2 -0.6 -0.7
O 0.328618 2.152065 0.314876 -0.7 -1.3 0.1
H 2.502888 6.498026 -2.699303 0.0 0.1 0.0
H 2.060966 4.074747 -2.607662 0.0 0.0 -0.1
H 0.045968 4.536816 1.133009 -0.1 0.0 0.1
H 0.478337 6.968834 1.068606 0.0 0.1 0.0
C 3.939633 -1.361140 -4.338043 0.2 -0.6 -0.3
N 3.179137 -0.045239 -4.499721 0.2 0.0 -0.3
C 4.161752 1.099146 -4.247468 0.3 0.7 -0.3
N 4.801709 0.945560 -2.997204 0.0 -0.1 0.1
C 5.514363 -0.318314 -2.920273 0.3 0.0 0.0
N 4.570805 -1.410448 -3.075340 0.3 -0.2 -0.2
C 3.668193 -1.552701 -1.964611 -0.6 -0.2 0.7
P 2.543716 -0.032676 -1.767287 0.8 -0.5 -0.9
C 2.029231 0.033613 -3.575865 -1.0 0.1 0.8
C 3.961941 1.198339 -1.858297 -0.2 0.7 0.8
H 4.689451 -1.411049 -5.133263 -0.2 0.1 0.0
H 3.226377 -2.181376 -4.458516 0.0 0.2 -0.1
H 2.838857 0.020729 -5.465309 0.0 0.0 0.1
H 3.608508 2.041330 -4.287127 -0.1 -0.2 -0.1
H 4.902439 1.083575 -5.050666 -0.2 -0.1 0.0
H 6.026823 -0.395141 -1.962500 0.0 0.0 0.0
H 6.262858 -0.365896 -3.714307 -0.1 0.0 0.0
H 4.250954 -1.690878 -1.049754 -0.1 0.0 0.0
H 3.064904 -2.452427 -2.112610 0.0 0.0 0.1
H 1.489128 0.973247 -3.726173 0.1 -0.1 -0.1
H 1.344411 -0.796332 -3.778630 0.1 0.1 -0.1
H 4.559902 1.115243 -0.948185 -0.1 0.0 0.1
H 3.552792 2.208732 -1.896488 0.0 -0.1 0.0

74
Properties=species:S:1:pos:R:3:forces:R:3 method="wB97M-V/def2-TZVPD" lumo_ev="4.314 / 4.294" charge=-2 multiplicity=2 homo_ev="-1.277 / -1.488"
Ir -0.882273 0.158430 0.773522 0.9 0.3 0.1
O -2.156952 4.245735 0.085431 0.0 0.0 0.0
C -1.526888 3.184396 0.096414 0.0 0.0 0.0
O -2.001549 2.017199 0.233983 -0.1 -0.1 -0.1
C -0.007785 3.271853 -0.172478 0.0 0.0 0.0
C 0.394496 2.237520 -1.227043 0.0 0.1 -0.1
C 1.769928 2.569648 -1.815547 0.0 0.0 0.0
C 2.716704 2.151246 -0.660143 -0.1 0.0 0.0
C 1.716334 1.696846 0.400142 0.0 0.1 0.1
O 0.703540 1.075233 -0.421695 0.0 -0.2 0.1
C 0.950901 2.884730 1.005664 0.0 0.0 -0.1
C 0.299673 2.463613 2.336426 0.1 -0.2 -0.1
O 0.378678 3.215039 3.298676 0.0 0.0 0.0
O -0.174302 1.263018 2.390507 -0.5 0.1 0.1
H 0.183955 4.288323 -0.513308 0.1 0.0 0.0
H -0.382242 1.977040 -1.939994 0.0 -0.1 0.0
H 1.839935 3.630282 -2.057800 0.0 0.0 0.0
H 1.962694 1.991705 -2.719704 0.0 0.0 0.0
H 3.350559 2.962779 -0.302348 0.0 0.0 0.0
H 3.350419 1.315298 -0.958972 0.0 0.0 0.0
H 2.073993 0.966986 1.121857 0.0 0.0 0.0
H 1.624987 3.711171 1.228218 0.0 0.0 0.1
C -4.586149 -1.525918 -1.879225 0.0 0.1 0.0
C -3.717009 -2.093301 -0.751547 -0.1 0.0 -0.1
C -4.533245 -3.031973 0.135145 -0.3 -0.1 -0.3
C -2.484414 -2.749548 -1.336714 -0.1 -0.1 0.0
C -2.552782 -4.018243 -1.896733 0.0 0.0 0.1
C -1.454858 -4.607664 -2.508893 0.0 0.0 0.0
C -0.263196 -3.899058 -2.567167 0.0 0.0 0.0
C -0.150497 -2.626764 -2.020406 0.0 0.0 0.0
C 1.136559 -1.839285 -2.164251 -0.1 0.0 0.0
C 1.262262 -1.272760 -3.581056 0.0 0.1 0.0
C 2.379370 -2.650057 -1.798247 0.0 0.0 0.0
C -1.273374 -2.028861 -1.395979 0.0 0.0 0.0
O -1.226337 -0.767405 -1.006916 -0.2 0.3 -0.3
H -5.456511 -1.006602 -1.469399 0.0 0.0 0.0
H -4.938484 -2.331622 -2.531780 0.0 0.0 0.0
H -4.018917 -0.816552 -2.484581 0.0 0.0 0.0
H -3.381808 -1.243909 -0.154699 -0.1 -0.1 -0.2
H -5.046324 -3.791311 -0.464914 0.0 0.0 -0.1
H -5.292921 -2.469231 0.681193 0.0 -0.1 -0.2
H -3.901040 -3.537031 0.867693 -0.1 -0.1 -0.2
H -3.493460 -4.557499 -1.859895 0.0 0.0 0.0
H -1.530805 -5.598485 -2.942899 0.0 0.0 0.0
H 0.596795 -4.343238 -3.060369 0.0 0.0 0.0
H 1.061481 -0.993729 -1.485546 0.0 0.0 0.1
H 1.264897 -2.076128 -4.324383 0.0 0.0 0.0
H 2.188406 -0.698499 -3.694621 0.0 0.0 0.0
H 0.419922 -0.612955 -3.799753 0.0 0.0 0.0
H 2.550429 -3.468580 -2.503980 0.0 0.0 0.0
H 2.285916 -3.081000 -0.800172 0.0 0.0 0.0
H 3.267562 -2.011169 -1.809293 0.0 0.0 0.0
C -0.046074 -0.555756 4.646015 0.0 0.1 -0.1
Ge 0.787385 -1.509502 3.159304 0.0 -0.2 0.1
C 2.730977 -1.594219 3.523478 0.0 0.0 0.0
C 0.117212 -3.371509 3.321523 0.0 0.1 -0.2
C 0.343679 -1.228871 1.332764 0.2 0.0 0.0
H -0.082338 -1.218002 5.515803 0.0 0.0 0.0
H -1.057685 -0.255516 4.378297 0.0 0.0 0.0
H 0.504414 0.351948 4.889345 0.0 0.0 0.0
H 2.924973 -2.133197 4.454699 0.0 0.0 0.0
H 3.137082 -0.585321 3.622728 0.0 0.0 0.0
H 3.252496 -2.098232 2.707525 0.0 0.0 0.0
H -0.306481 -3.530936 4.319536 0.0 -0.1 0.0
H 0.928134 -4.092839 3.190740 0.0 0.0 0.0
H -0.919582 -4.708795 2.143036 0.0 0.0 0.1
H 0.583854 -2.072787 0.685278 0.1 0.0 -0.1
O -3.303077 0.201533 1.972605 0.1 0.0 0.1
N -2.372827 -0.614560 1.842859 -0.1 -0.1 0.2
C -2.673377 -1.903732 2.251657 0.1 0.4 0.6
C -4.051559 -1.975988 2.702114 0.1 0.1 0.4
N -5.123868 -2.112468 3.105952 0.1 0.1 0.2
C -2.158736 -3.237578 2.183565 0.5 -0.1 -0.8
N -0.929277 -3.716542 2.326132 -0.3 0.0 0.7

The evaluated energy above the lowest of the compared OMol25 structures with the same formula, charge and spin for the records listed, in turn: 2.5643; 1.6205; 3.4401 eV.